(1)
Here is a cluster of 2 separate species, C5H12O in total from the Open Molecules 2025 dataset. Energies are from ωB97M-V/def2-TZVPD.

```
18
Properties=species:S:1:pos:R:3:nbo_charge:R:1
C -0.90717 -0.23940 1.63242 -0.08
O -1.85340 0.73381 1.36633 -0.79
C 0.49877 0.26233 1.32786 -0.46
C 0.37478 0.85812 -0.11551 -0.15
C -0.20220 -0.08988 -1.21831 -0.45
C 0.74185 -1.21101 -1.62103 -0.61
H -1.01849 -0.51900 2.69388 0.17
H -0.99489 -1.20970 1.00756 0.11
H -1.13106 2.04687 -0.16748 0.47
H 0.74794 1.21921 1.79460 0.21
H 1.35341 -0.40092 1.47503 0.25
H -0.53649 1.52421 0.16739 0.01
H 1.26758 1.40532 -0.39663 0.22
H -1.13652 -0.47691 -0.81768 0.25
H -0.25569 0.59243 -2.08590 0.20
H 1.20589 -1.65494 -0.72172 0.21
H 1.65991 -0.87620 -2.14416 0.21
H 0.18578 -1.96434 -2.17666 0.23
```

Results
HOMO-LUMO gap: 6.561 eV
Relative energy (zero: lowest compared OMol25 entry of this formula, charge and spin): 154.22 kcal/mol
Electronic energy: -272.7029 Ha

(2)
Here is a structure of composition C45H49MoN3O4S2SeTe from the Open Molecules 2025 dataset. Energies are from ωB97M-V/def2-TZVPD.

```
106
Properties=species:S:1:pos:R:3:nbo_charge:R:1
Mo -1.18310 2.17590 -0.56755 0.63
N -2.91174 3.05352 0.87583 -0.83
C -2.78463 4.30778 1.59851 0.22
C -2.08542 4.34184 2.79197 -0.30
C -1.93645 5.54714 3.46688 -0.17
C -2.49316 6.70928 2.95432 -0.21
C -3.21126 6.65820 1.76635 -0.18
C -3.35800 5.45863 1.08843 -0.26
H -3.03537 2.30130 1.55114 0.41
H -3.76757 3.08599 0.33123 0.40
H -1.67810 3.42646 3.20818 0.22
H -1.38852 5.57239 4.39990 0.22
H -2.38111 7.64626 3.48282 0.23
H -3.65857 7.55713 1.36261 0.23
H -3.90953 5.42560 0.15533 0.21
C -2.44970 -6.56120 0.95454 -0.63
C -1.90226 -5.23778 0.49309 0.01
C -1.01253 -4.51676 1.27680 -0.17
C -0.46726 -3.30588 0.85942 -0.03
C 0.49524 -2.62581 1.79983 -0.63
C -0.83819 -2.82804 -0.39926 -0.31
Te 0.13651 -1.22477 -1.44677 1.57
N 0.28836 0.95437 -1.39519 -0.96
C 0.72521 1.28677 -2.68227 0.64
O 0.26398 2.22945 -3.30303 -0.62
C 1.76069 0.43034 -3.34614 -0.10
C 3.01311 0.27059 -2.76487 -0.21
C 3.98668 -0.48057 -3.41104 -0.20
C 3.69711 -1.08617 -4.62427 -0.19
C 2.44086 -0.93015 -5.20455 -0.21
C 1.47717 -0.15960 -4.57575 -0.19
C 2.04953 -1.84976 -0.76949 -0.34
C 2.48004 -3.03347 -1.38753 -0.01
C 1.69777 -3.81728 -2.42085 -0.65
C 3.72578 -3.54495 -1.03303 -0.22
C 4.54899 -2.91585 -0.11317 0.04
C 5.90594 -3.46778 0.23374 -0.64
C 4.09020 -1.73862 0.46480 -0.23
C 2.85111 -1.19072 0.16355 -0.01
C 2.44377 0.04609 0.91218 -0.67
C -1.75400 -3.50505 -1.21045 -0.02
C -2.20524 -3.00698 -2.56821 -0.66
C -2.26687 -4.70845 -0.74061 -0.22
H -2.31364 -6.69737 2.02649 0.22
H -1.93874 -7.38211 0.44728 0.23
H -3.51212 -6.64850 0.72733 0.23
H -0.72578 -4.90264 2.25040 0.21
H 0.11398 -2.67011 2.82086 0.23
H 0.65020 -1.58142 1.54854 0.20
H 1.46794 -3.12327 1.78275 0.24
H 3.22850 0.74088 -1.81179 0.22
H 4.96564 -0.59488 -2.96238 0.22
H 4.45345 -1.67455 -5.12806 0.22
H 2.21930 -1.40324 -6.15227 0.23
H 0.50011 -0.01477 -5.02008 0.23
H 1.04416 -3.20173 -3.04281 0.22
H 1.08002 -4.58349 -1.94627 0.24
H 2.38745 -4.31252 -3.10238 0.24
H 4.06237 -4.45929 -1.51113 0.22
H 6.01046 -4.50067 -0.09475 0.22
H 6.08304 -3.42841 1.30884 0.23
H 6.69264 -2.88260 -0.24727 0.23
H 4.71458 -1.22419 1.18855 0.22
H 3.32350 0.63386 1.16725 0.25
H 1.94315 -0.22510 1.84675 0.22
H 1.76951 0.67822 0.33628 0.23
H -2.44492 -1.93822 -2.57259 0.24
H -3.09564 -3.54935 -2.87881 0.23
H -1.44229 -3.17444 -3.33259 0.22
H -2.97640 -5.24677 -1.36084 0.22
O 0.20713 0.20006 6.91150 -0.66
C -1.03458 0.01663 6.40972 0.77
O -1.96429 -0.16275 7.13828 -0.54
C -1.17282 0.04942 4.91487 -0.18
C -0.36326 0.82908 4.09952 -0.15
C -0.57111 0.85477 2.72631 -0.28
C -1.58213 0.09387 2.14780 -0.16
S -1.91053 0.03780 0.40201 -0.16
C -2.39163 -0.68920 2.97578 -0.22
C -2.19622 -0.69881 4.34464 -0.14
H 0.86182 0.21392 6.20215 0.48
H 0.42147 1.44679 4.52495 0.21
H 0.09078 1.44379 2.11014 0.22
H -3.18203 -1.28447 2.53424 0.23
H -2.83571 -1.28415 4.99319 0.25
Se -0.95285 4.60076 -1.42268 0.02
C 0.69112 4.03286 -0.67191 -0.13
C 0.67190 3.56868 0.64971 -0.41
C 1.84399 3.04004 1.19875 0.09
N 2.98812 2.96874 0.54396 -0.43
C 2.99938 3.44568 -0.71540 0.06
C 1.89950 3.96123 -1.36808 -0.27
H -0.19717 3.74477 1.27281 0.26
H 1.85043 2.67279 2.22196 0.19
H 3.95589 3.40341 -1.22473 0.21
H 1.96294 4.28335 -2.39785 0.25
C -2.72061 2.77980 -3.81717 -0.82
S -2.55484 1.64015 -2.47355 1.46
C -4.25834 1.56411 -1.94450 -0.84
O -2.23745 0.29952 -3.03335 -0.96
H -3.52732 2.39064 -4.43721 0.25
H -1.76308 2.78652 -4.33388 0.30
H -2.94109 3.77236 -3.42849 0.25
H -4.66600 2.56753 -1.80449 0.24
H -4.29293 0.98586 -1.02275 0.26
H -4.78840 1.04173 -2.74100 0.26
```

Results
Multiplicity: 4
HOMO-LUMO gap (spin up / spin down): 6.517 / 6.923 eV
Net charge: +1
Electronic energy: -5743.1990 Ha

(3)
Here is a cluster of 10 separate species, C67H77BF2N9O4 in total from the Open Molecules 2025 dataset. Energies are from ωB97M-V/def2-TZVPD.

```
160
Properties=species:S:1:pos:R:3:lowdin_charge:R:1
C 3.53575 6.37802 5.19732 -0.02
C 2.87284 6.67628 3.86438 -0.07
C 2.65088 5.32949 2.90032 -0.30
C 1.04431 5.06942 3.09001 -0.13
C 0.64426 3.98089 4.24859 -0.18
C -1.01959 3.82785 4.16913 -0.22
C -1.64058 2.86441 5.34107 -0.20
C -2.56929 1.61261 4.73498 -0.16
C -3.63453 2.13129 3.56716 -0.18
O -4.62280 1.06305 3.20498 -0.13
C -5.04032 1.22628 1.79042 -0.27
C -6.55716 1.83842 1.46517 -0.03
O -4.30795 0.88867 0.72563 -0.04
O 3.63215 4.38550 3.45659 -0.09
B 4.88515 4.19690 2.64269 -0.89
C 5.90058 5.46278 2.90749 -0.07
C 7.40052 5.29990 2.26704 -0.16
F 8.26942 4.71823 3.31902 -0.16
C 5.34092 2.68560 3.12137 -0.09
C 6.50704 1.99392 2.19955 -0.18
C 7.81453 1.47179 3.06487 -0.11
C 7.56076 0.67836 4.48390 -0.03
C 8.78406 0.07239 5.40285 -0.10
C 10.33228 0.28153 4.89427 -0.12
C 10.61655 1.09730 3.47713 -0.09
C 9.38135 1.71554 2.54229 -0.03
O 4.31878 4.36647 1.25776 0.00
C 3.20879 5.37177 1.35740 -0.13
F 2.21146 5.11564 0.25193 -0.11
H 4.63613 6.80808 5.33107 0.07
H 3.00906 5.70240 6.02411 0.06
H 2.55226 7.75395 3.53943 0.09
H 0.47554 4.78286 2.10704 0.11
H 0.57777 6.11103 3.44014 0.12
H 1.06424 2.90279 4.06737 0.11
H 0.93857 4.34025 5.34826 0.12
H -1.43715 4.93420 4.26804 0.10
H -1.24706 3.48663 3.07081 0.10
H -2.41664 3.53758 5.94819 0.09
H -0.86844 2.47596 6.12993 0.11
H -3.25175 1.11925 5.57377 0.12
H -1.81182 0.84888 4.26451 0.12
H -4.18223 3.14055 3.89185 0.14
H -3.06764 2.38182 2.54708 0.13
H -7.01020 2.39767 2.38895 0.08
H -6.51367 2.49608 0.48226 0.10
H -7.25753 0.90866 1.22869 0.10
H 5.46956 6.50907 2.53529 0.11
H 6.03345 5.55405 4.08456 0.11
H 7.44639 4.75858 1.23069 0.11
H 7.80875 6.40635 2.08198 0.09
H 5.60830 2.74704 4.27852 0.12
H 4.37438 2.00308 3.05767 0.09
H 6.02112 1.01331 1.72771 0.12
H 6.79382 2.67967 1.29570 0.10
H 6.45516 0.51621 4.84455 0.08
H 8.51384 -0.47914 6.40599 0.07
H 11.19844 -0.16413 5.56656 0.06
H 11.71843 1.25640 3.07348 0.06
H 9.56433 2.29928 1.53906 0.08
H 3.50519 6.49281 1.19864 0.15
N -2.91312 -2.59946 -0.41937 0.06
C -3.87006 -1.74604 -0.84516 -0.14
C -4.70590 -2.00000 -1.92081 -0.08
C -4.55044 -3.20030 -2.60609 -0.10
C -3.57231 -4.09889 -2.19265 -0.08
C -2.78708 -3.75740 -1.10328 -0.16
H -3.95004 -0.82187 -0.28021 0.06
H -5.45945 -1.27924 -2.21734 0.10
H -5.18628 -3.43381 -3.45511 0.07
H -3.42562 -5.04245 -2.70592 0.10
H -2.01250 -4.42698 -0.73997 0.07
N -1.93920 6.04019 7.08538 0.07
C -3.20704 6.36271 6.74787 -0.15
C -4.11672 6.93211 7.62446 -0.08
C -3.70483 7.18367 8.92890 -0.09
C -2.40569 6.86078 9.30717 -0.08
C -1.56761 6.29779 8.35818 -0.14
H -3.48174 6.14414 5.72004 0.10
H -5.12206 7.17313 7.29818 0.10
H -4.39029 7.62786 9.64479 0.10
H -2.05429 7.04380 10.31628 0.10
H -0.54333 6.03154 8.60368 0.10
N -8.65160 -5.44793 -1.08221 0.05
C -7.64367 -4.61154 -0.75073 -0.15
C -6.59639 -4.96077 0.08676 -0.07
C -6.58139 -6.24458 0.62164 -0.08
C -7.60656 -7.12829 0.30039 -0.09
C -8.60895 -6.68822 -0.54899 -0.16
H -7.70187 -3.62019 -1.19060 0.10
H -5.81176 -4.24893 0.31675 0.10
H -5.77747 -6.55410 1.28312 0.11
H -7.62402 -8.13541 0.70123 0.10
H -9.42913 -7.34183 -0.83255 0.10
N 8.01027 7.51030 -0.03005 0.06
C 7.05520 8.30261 -0.56431 -0.13
C 7.31538 9.32256 -1.46550 -0.08
C 8.63551 9.54860 -1.84056 -0.09
C 9.64164 8.75042 -1.30600 -0.09
C 9.28230 7.75249 -0.41442 -0.14
H 6.04147 8.08903 -0.23813 0.11
H 6.50839 9.92632 -1.86488 0.10
H 8.87840 10.33993 -2.54372 0.10
H 10.68021 8.90146 -1.57770 0.10
H 10.03083 7.10071 0.02737 0.11
N -5.18973 -3.14685 -5.81862 0.05
C -6.14480 -2.35454 -6.35288 -0.15
C -5.88462 -1.33458 -7.25407 -0.08
C -4.56449 -1.10855 -7.62913 -0.08
C -3.55836 -1.90672 -7.09457 -0.08
C -3.91770 -2.90465 -6.20299 -0.16
H -7.15853 -2.56811 -6.02670 0.11
H -6.69161 -0.73082 -7.65345 0.10
H -4.32160 -0.31721 -8.33230 0.11
H -2.51979 -1.75568 -7.36627 0.11
H -3.16917 -3.55643 -5.76120 0.11
N -5.60146 -4.66343 -10.50218 0.05
C -5.10105 -5.56715 -11.37295 -0.15
C -3.92865 -6.27463 -11.16058 -0.08
C -3.22202 -6.04007 -9.98579 -0.08
C -3.71092 -5.11382 -9.07028 -0.07
C -4.89438 -4.45833 -9.36974 -0.14
H -5.68670 -5.71252 -12.27603 0.10
H -3.57487 -6.99076 -11.89355 0.06
H -2.29815 -6.57470 -9.78507 0.10
H -3.18347 -4.90801 -8.14578 0.09
H -5.31874 -3.72900 -8.68542 0.08
N 3.14323 0.71101 4.69814 0.08
C 2.84528 -0.54781 4.30832 -0.14
C 2.18244 -1.46547 5.10750 -0.09
C 1.80425 -1.07199 6.38681 -0.09
C 2.09872 0.21746 6.81776 -0.08
C 2.76186 1.06476 5.94469 -0.14
H 3.16396 -0.80822 3.30319 0.10
H 1.96674 -2.46286 4.74152 0.10
H 1.28415 -1.76419 7.04256 0.10
H 1.81798 0.55449 7.80915 0.10
H 3.01098 2.08213 6.23316 0.11
N -3.67600 -8.98551 -12.84546 0.04
C -2.48861 -9.49552 -12.45133 -0.14
C -2.14446 -10.83200 -12.57602 -0.07
C -3.07466 -11.70174 -13.13530 -0.08
C -4.30709 -11.20676 -13.54909 -0.08
C -4.55799 -9.85381 -13.38639 -0.14
H -1.79801 -8.77782 -12.01816 0.10
H -1.17492 -11.18622 -12.24470 0.10
H -2.84120 -12.75646 -13.24807 0.10
H -5.05369 -11.85870 -13.98821 0.10
H -5.50378 -9.41876 -13.69708 0.11
N -0.02320 -5.91275 -0.37053 0.05
C 0.98473 -5.07636 -0.03905 -0.14
C 2.03201 -5.42558 0.79844 -0.07
C 2.04701 -6.70940 1.33332 -0.08
C 1.02184 -7.59311 1.01208 -0.08
C 0.01945 -7.15303 0.16270 -0.15
H 0.92653 -4.08500 -0.47892 0.11
H 2.81664 -4.71375 1.02844 0.10
H 2.85093 -7.01892 1.99481 0.10
H 1.00438 -8.60023 1.41291 0.10
H -0.80073 -7.80665 -0.12087 0.10
```

Results
HOMO-LUMO gap: 5.894 eV
Net charge: -1
Electronic energy: -3616.9343 Ha

(4)
Here is a cluster of 2 separate species, C2H4N2OS in total from the Open Molecules 2025 dataset. Energies are from ωB97M-V/def2-TZVPD.

```
10
Properties=species:S:1:pos:R:3:nbo_charge:R:1
C 1.20591 -0.36394 -0.15318 0.58
C -0.08364 -0.89814 0.15062 0.03
H 2.26366 1.45019 0.33311 0.41
H 0.48804 1.50322 0.32672 0.42
H -0.51313 -2.02428 0.95786 0.25
H -3.19231 0.86199 -0.90980 0.16
N 1.43987 1.00940 0.06389 -0.84
N -0.91964 0.08328 -0.44596 -0.55
O 1.93730 -1.27812 -0.30873 -0.55
S -2.62605 -0.34360 -0.01453 0.10
```

Results
HOMO-LUMO gap: 8.928 eV
Relative energy (zero: lowest compared OMol25 entry of this formula, charge and spin): 126.92 kcal/mol
Electronic energy: -661.3833 Ha